This record from OMol25 describes a structure of composition C54H53AsF9INO3P2 at a distorted geometry. The level of theory is ωB97M-V/def2-TZVPD.

The geometry in XYZ format:
```
124
Properties=species:S:1:pos:R:3:forces:R:3
N 1.79257 -2.70832 -1.45770 0.0 -0.3 0.0
P 1.41142 -1.22735 -1.12932 0.8 -1.0 0.4
O -0.18091 -1.06790 -1.48647 -0.2 0.2 -0.7
O 2.16239 -0.21685 -2.16491 -0.9 0.5 -0.6
As 1.75301 -0.69873 1.23998 -0.4 0.3 1.9
P 3.67604 0.67121 0.66539 0.3 0.8 -0.8
O 4.82901 -0.43837 0.34090 -0.1 -0.5 0.2
I 4.36015 1.59136 2.89183 0.0 -0.1 0.2
H 2.15787 -3.19669 -0.64421 0.0 0.0 -0.1
H -0.44335 -1.93436 -1.85478 0.2 0.3 0.2
H 1.53789 0.15550 -2.81269 0.3 0.0 0.3
H 2.67103 -2.03489 1.28945 0.3 0.1 -0.3
H 2.01818 -0.49179 2.78539 0.0 0.1 -0.1
H 0.87283 0.62709 1.12298 0.2 0.1 -0.2
H 0.50318 -1.49653 1.56141 -0.1 -0.2 -0.2
H 4.57908 -1.32321 0.67943 0.0 0.1 -0.1
F -0.70377 -3.15243 0.97788 -0.2 -0.3 -0.1
C -1.89203 -3.61534 1.39078 -0.1 0.0 0.0
C -2.93574 -3.69006 0.48828 0.0 0.0 -0.1
C -4.15930 -4.17677 0.92378 0.0 0.0 0.1
C -4.32603 -4.57571 2.24378 0.0 0.0 0.0
C -3.26212 -4.48962 3.13266 -0.1 0.0 -0.1
C -2.03280 -4.00793 2.70782 0.0 0.0 0.1
H -2.78799 -3.36804 -0.53380 0.0 0.0 0.0
H -4.98493 -4.24396 0.22693 0.0 0.0 0.0
H -5.28378 -4.95313 2.57849 0.0 0.0 0.0
H -3.38751 -4.79731 4.16277 0.0 0.0 0.0
H -1.19135 -3.93751 3.38242 0.0 0.0 0.0
F -4.01907 -1.53377 -2.06747 0.0 0.0 0.0
C -4.08592 -0.30824 -1.49168 0.0 0.1 0.0
C -2.91229 0.36414 -1.21825 0.2 -0.1 -0.1
C -3.00145 1.62134 -0.63645 -0.1 0.0 0.0
C -4.24030 2.17412 -0.33517 0.0 0.0 0.0
C -5.40229 1.47002 -0.62026 0.1 0.0 0.0
C -5.33106 0.21580 -1.21005 -0.2 -0.1 0.0
H -1.94967 -0.08653 -1.45138 -0.2 0.1 0.1
H -2.09453 2.16566 -0.41411 0.0 0.0 0.0
H -4.29817 3.15356 0.12275 0.0 0.0 0.0
H -6.36857 1.89759 -0.38237 0.0 0.0 0.0
H -6.22305 -0.34779 -1.45058 0.0 0.0 0.0
F -8.34133 1.01638 -3.03807 0.0 0.0 0.0
C -8.29362 2.23770 -3.60900 0.0 0.1 0.0
C -7.23511 3.07261 -3.31475 0.1 0.0 0.1
C -7.19371 4.32615 -3.90823 -0.1 0.0 0.0
C -8.20425 4.72797 -4.77146 0.0 0.1 0.0
C -9.26039 3.87122 -5.04764 0.1 0.0 0.0
C -9.30876 2.61136 -4.46711 -0.1 -0.1 0.0
H -6.46145 2.74365 -2.63410 0.0 0.0 0.0
H -6.36761 4.99092 -3.69256 0.0 0.0 0.0
H -8.17044 5.70915 -5.22629 0.0 0.0 0.0
H -10.05304 4.18570 -5.71291 0.0 0.0 0.0
H -10.12000 1.92511 -4.67157 0.0 0.0 0.0
F 0.03479 -5.73767 4.54390 0.0 0.0 0.0
C 0.57747 -6.69554 3.76364 0.1 -0.1 -0.1
C 0.41847 -6.62489 2.39364 -0.1 0.1 0.0
C 0.98746 -7.61836 1.61092 0.0 -0.1 0.0
C 1.69185 -8.66101 2.19777 0.0 0.0 0.0
C 1.83358 -8.70991 3.57696 0.0 0.0 0.0
C 1.27685 -7.71838 4.37156 0.0 0.0 0.1
H -0.13859 -5.81222 1.94928 0.0 0.0 0.0
H 0.87985 -7.57369 0.53539 0.0 0.0 0.0
H 2.13095 -9.43299 1.57950 0.0 0.0 0.0
H 2.37999 -9.52209 4.03878 0.0 0.0 0.0
H 1.38114 -7.73114 5.44831 0.0 0.0 0.0
F -11.48284 6.16307 -4.25451 0.0 0.0 0.0
C -11.39466 6.33211 -2.91688 0.0 0.0 0.1
C -10.82046 5.33774 -2.15170 0.1 -0.2 -0.1
C -10.73282 5.52186 -0.77988 0.0 0.1 0.0
C -11.22147 6.68276 -0.19569 0.0 0.0 0.0
C -11.79695 7.66644 -0.98758 0.0 -0.1 0.0
C -11.88349 7.49698 -2.36215 -0.1 0.1 -0.1
H -10.45040 4.43828 -2.62528 0.0 0.0 0.0
H -10.27945 4.75462 -0.16639 0.0 0.0 0.0
H -11.15265 6.82023 0.87523 0.0 0.0 0.0
H -12.18148 8.57105 -0.53518 0.0 0.0 0.0
H -12.32190 8.25358 -2.99912 0.0 0.0 0.0
F 0.04157 2.27002 -1.62721 -0.1 -0.1 -0.1
C 0.00973 3.42609 -2.31071 0.1 0.1 0.0
C 1.07619 4.29163 -2.17931 0.2 0.0 0.1
C 1.05465 5.48560 -2.88208 -0.1 0.0 -0.1
C -0.02736 5.80156 -3.69427 0.0 0.0 0.0
C -1.09018 4.91461 -3.80673 0.1 0.0 0.0
C -1.07673 3.71090 -3.11440 -0.1 -0.1 0.0
H 1.90413 4.02467 -1.53498 0.0 0.0 0.0
H 1.88745 6.17196 -2.79458 0.0 0.0 0.0
H -0.04091 6.73680 -4.23886 0.0 0.0 0.0
H -1.93598 5.15886 -4.43658 0.0 0.0 0.0
H -1.88996 3.00078 -3.19102 0.0 0.0 0.0
F 4.62321 7.73439 -4.03896 0.0 0.0 0.0
C 4.91633 7.55418 -2.73325 0.0 -0.1 0.2
C 4.23069 8.28536 -1.78483 -0.2 0.1 -0.1
C 4.52947 8.09068 -0.44399 0.1 -0.1 0.0
C 5.50703 7.17966 -0.07063 0.0 0.0 0.1
C 6.18557 6.45769 -1.04228 0.0 0.0 0.0
C 5.88958 6.63986 -2.38523 0.1 -0.1 -0.1
H 3.47310 8.99289 -2.09571 0.0 0.0 0.0
H 3.99299 8.65044 0.31059 0.0 0.0 0.0
H 5.73640 7.02852 0.97546 0.0 0.0 0.0
H 6.94707 5.74542 -0.75480 0.0 0.0 0.0
H 6.40018 6.07913 -3.15662 0.0 0.0 0.0
F 5.78465 -3.34967 0.77308 0.0 0.0 0.0
C 7.06026 -3.13036 1.13829 0.1 0.0 0.0
C 8.04023 -3.10509 0.16673 0.0 -0.1 -0.2
C 9.35311 -2.87656 0.55136 0.0 0.0 0.1
C 9.66951 -2.68529 1.88961 0.1 0.0 0.0
C 8.66676 -2.71772 2.84790 0.0 0.1 -0.1
C 7.34834 -2.93631 2.47419 -0.1 0.0 0.2
H 7.77098 -3.26125 -0.86913 0.0 0.0 0.0
H 10.13228 -2.84737 -0.19913 0.0 0.0 0.0
H 10.69569 -2.51219 2.18544 0.0 0.0 0.0
H 8.91063 -2.57346 3.89217 0.0 0.0 0.0
H 6.54887 -2.95708 3.20331 0.0 0.0 0.0
F 10.83027 -4.81800 4.32776 0.0 0.0 0.0
C 10.07647 -5.92029 4.52412 -0.1 -0.1 0.0
C 8.86076 -6.02824 3.87891 0.0 0.0 -0.1
C 8.09951 -7.16904 4.08799 0.1 0.0 0.1
C 8.55264 -8.17139 4.93534 0.0 0.0 0.0
C 9.77673 -8.03572 5.57466 0.0 0.0 0.0
C 10.55198 -6.90375 5.36781 0.1 0.0 0.1
H 8.51942 -5.23638 3.22837 0.0 0.0 0.0
H 7.14679 -7.27254 3.58554 0.0 0.0 0.0
H 7.95174 -9.05668 5.09667 0.0 0.0 0.0
H 10.13164 -8.81315 6.23863 0.0 0.0 0.0
H 11.51236 -6.77987 5.85034 0.0 0.0 0.0
```
Positions in Å, forces in eV/Å.

## Properties
Charge ... -1
E_HOMO ... -0.1388 Eh
M ... 1198.78 Da
Strongest force on any atom ... 1.935 eV/A
Gap between HOMO and LUMO ... 0.209 hartree
Multiplicity ... 1

Results of the Löwdin charge analysis, in e, for atoms 1 through 2: -0.241 0.331